122
Properties=species:S:1:pos:R:3 method="wB97M-V/def2-TZVPD" e_tot_ha=-3818.914532 total_charge=-1 mol_weight_da=1006.8 gap_ev=4.186 lumo_ha=-0.0262 spin_multiplicity=1 homo_energy_ha=-0.180
C 2.47 2.97 1.58
O 1.20 2.40 1.31
C 0.71 2.70 0.01
C 0.37 4.16 -0.24
C -0.47 4.84 0.87
C -1.50 3.95 1.59
Nb -3.29 3.26 0.38
C -3.61 1.57 1.87
C -4.16 0.24 1.28
C -3.25 -0.43 0.27
C -1.79 -0.55 0.72
C -0.97 -1.10 -0.44
C 0.52 -1.32 -0.12
C 1.37 -0.72 -1.25
C 2.87 -0.95 -1.07
O 3.42 0.18 -0.34
C 4.42 0.78 -1.02
C 4.11 1.45 -2.36
O 5.50 0.79 -0.61
C -3.15 5.00 -1.14
Cl -3.90 6.50 -0.42
C -3.92 4.65 -2.42
C -3.32 3.41 -3.10
Cl -4.03 6.05 -3.58
H 2.85 3.60 0.78
H 2.38 3.52 2.52
H 3.17 2.16 1.79
H -0.13 2.06 -0.24
H 1.52 2.44 -0.69
H -0.12 4.29 -1.20
H 1.30 4.73 -0.31
H -0.93 5.75 0.49
H 0.25 5.17 1.63
H -1.91 4.55 2.41
H -1.06 3.07 2.06
H -4.39 4.28 1.45
H -4.84 2.73 -0.46
H -2.29 2.17 -0.72
H -2.65 1.40 2.38
H -4.31 1.92 2.63
H -4.39 -0.43 2.12
H -5.11 0.47 0.79
H -3.25 0.09 -0.69
H -3.59 -1.45 0.07
H -1.40 0.40 1.09
H -1.76 -1.30 1.52
H -1.05 -0.41 -1.28
H -1.43 -2.03 -0.77
H 0.77 -2.39 -0.10
H 0.82 -0.91 0.84
H 0.99 -1.16 -2.19
H 1.20 0.35 -1.34
H 3.38 -1.08 -2.02
H 3.03 -1.83 -0.44
H 4.97 1.28 -2.99
H 3.24 0.96 -2.81
H 3.95 2.51 -2.20
H -2.15 5.24 -1.47
H -4.93 4.39 -2.13
H -2.27 3.37 -2.83
H -3.81 2.51 -2.77
H -3.41 3.46 -4.19
C -0.07 -2.19 5.46
C -0.58 -1.02 5.84
C -0.39 0.20 5.01
O -0.85 1.27 5.35
C 0.39 0.06 3.75
C 0.89 -1.12 3.38
C 0.70 -2.33 4.21
O 1.17 -3.41 3.87
H -0.20 -3.09 6.05
H -1.14 -0.90 6.75
H 0.52 0.95 3.15
H 1.46 -1.24 2.47
C 0.88 -5.06 -3.94
C 0.34 -3.88 -3.67
C 0.55 -2.71 -4.56
O 0.05 -1.63 -4.31
C 1.39 -2.91 -5.77
C 1.94 -4.09 -6.04
C 1.73 -5.26 -5.14
O 2.22 -6.34 -5.39
H 0.74 -5.92 -3.30
H -0.28 -3.71 -2.80
H 1.53 -2.05 -6.40
H 2.56 -4.26 -6.91
C 3.00 -6.08 6.43
C 2.99 -4.81 6.03
C 3.68 -3.75 6.81
O 3.67 -2.59 6.45
C 4.40 -4.17 8.04
C 4.42 -5.44 8.43
C 3.72 -6.50 7.66
O 3.74 -7.65 8.02
H 2.50 -6.86 5.88
H 2.47 -4.49 5.14
H 4.91 -3.38 8.59
H 4.94 -5.76 9.33
C 1.59 7.79 -2.57
C 2.15 8.96 -2.27
C 1.58 9.85 -1.24
O 2.10 10.92 -0.97
C 0.35 9.40 -0.54
C -0.22 8.23 -0.83
C 0.36 7.33 -1.87
O -0.16 6.27 -2.13
H 1.99 7.12 -3.32
H 3.05 9.30 -2.77
H -0.05 10.06 0.21
H -1.11 7.88 -0.34
C -3.02 -7.67 -2.61
C -4.00 -8.34 -3.22
C -3.88 -8.77 -4.63
O -4.78 -9.37 -5.18
C -2.62 -8.44 -5.34
C -1.64 -7.78 -4.74
C -1.76 -7.34 -3.33
O -0.86 -6.74 -2.78
H -3.09 -7.35 -1.58
H -4.92 -8.59 -2.71
H -2.55 -8.77 -6.37
H -0.71 -7.53 -5.24